Entry 1:
Below is a structure of composition C2H29O13V at a distorted geometry, with properties calculated with the ωB97M-V functional and the def2-TZVPD basis.

Geometry as ORCA input:
```
! wB97M-V def2-TZVPD RIJCOSX def2/J DEFGRID3
* xyz 1 4
V -0.124 2.120 -2.174
C -1.121 -1.265 -0.608
C -0.202 -0.056 -0.392
O 0.481 0.252 -1.510
H -1.952 -0.910 -1.144
H -1.367 -1.466 0.418
H -0.660 -2.133 -1.022
H 0.642 -0.169 0.292
H -0.724 0.839 -0.260
O 2.431 -1.478 -2.277
H 2.541 -2.069 -1.540
H 1.541 -1.208 -2.157
O 1.339 -3.109 1.229
H 1.958 -2.433 1.522
H 1.849 -3.928 1.512
O 2.861 1.031 0.185
H 2.136 0.488 -0.032
H 2.517 1.447 0.983
O -2.416 2.166 -1.964
H -2.987 1.523 -1.550
H -2.915 2.919 -1.634
O -0.273 3.203 -0.247
H 0.240 3.992 0.036
H -1.069 3.110 0.288
O -0.182 -1.124 2.655
H -0.882 -0.576 2.304
H -0.017 -1.847 1.982
O -4.300 0.708 0.124
H -3.560 0.457 0.625
H -4.765 1.155 0.785
O 0.866 1.735 -4.038
H 1.566 1.043 -3.997
H 1.426 2.536 -4.346
O -1.099 -4.162 2.879
H -0.863 -3.924 2.015
H -0.357 -3.843 3.367
O 2.100 2.748 -1.639
H 2.769 3.370 -1.969
H 2.567 2.096 -1.105
O -2.978 0.010 2.494
H -3.025 -0.944 2.314
H -3.864 0.380 2.484
O 3.120 -1.238 1.720
H 3.238 -0.700 1.001
H 3.514 -0.745 2.393
*
```

Output
LUMO level (spin up / spin down) ... -3.702 / -3.784 eV
⟨S²⟩ ... 3.76
Frontier orbital gap (spin up / spin down) ... 7.73 / 8.31 eV
Max |F| ... 0.09673 hartree/bohr
HOMO (spin up / spin down) ... -11.43 / -12.09 eV
Molecular weight ... 312.18 g mol⁻¹
ΔE to the lowest compared entry with this formula, charge and spin ... 1.590 eV

***

Entry 2:
Below is a cluster of 14 separate species, C2H29O15 in total at a distorted geometry, with properties calculated with the ωB97M-V functional and the def2-TZVPD basis.

Geometry as ORCA input:
```
! wB97M-V def2-TZVPD RIJCOSX def2/J DEFGRID3
* xyz -1 1
C -1.921 0.663 -0.421
C -0.794 -0.194 -0.895
O -0.416 -1.168 -0.185
O -0.128 0.191 -1.899
H -2.382 1.217 -1.242
H -2.703 -0.022 0.034
H -1.581 1.408 0.339
O -2.267 1.541 3.442
H -1.820 0.703 3.570
H -3.211 1.276 3.464
O -0.015 -1.413 -4.030
H 0.199 -0.997 -3.177
H 0.662 -2.059 -4.176
O 0.272 2.980 -2.257
H -0.103 2.043 -2.082
H 0.034 3.267 -3.149
O -2.380 -2.382 -2.776
H -2.825 -1.764 -2.179
H -1.665 -1.891 -3.163
O 1.461 2.010 0.086
H 1.582 1.033 -0.011
H 1.368 2.461 -0.805
O 1.742 -0.397 3.340
H 1.858 0.547 3.261
H 1.982 -0.715 2.459
O -0.788 -0.755 3.290
H -0.794 -1.266 2.455
H 0.222 -0.617 3.366
O 2.122 -3.255 -2.745
H 1.434 -3.526 -2.154
H 2.608 -2.625 -2.170
O 2.694 -0.392 -2.174
H 1.793 -0.104 -2.253
H 2.693 -1.182 -2.737
O 0.207 2.659 2.585
H -0.703 2.364 2.808
H 0.413 2.546 1.654
O -1.216 4.279 4.379
H -0.449 4.129 3.858
H -1.640 3.429 4.356
O -0.329 -3.818 -0.960
H -1.159 -3.705 -1.466
H -0.282 -2.985 -0.442
O 2.215 -1.081 0.577
H 2.749 -1.111 -0.203
H 1.264 -1.320 0.430
*
```

Output
LUMO level ... 2.725 eV
Frontier orbital gap ... 10.10 eV
Max |F| ... 0.04363 hartree/bohr
HOMO ... -7.37 eV
Molecular weight ... 293.24 g mol⁻¹
ΔE to the lowest compared entry with this formula, charge and spin ... 0.411 eV

***

Entry 3:
Below is a structure of composition C2H2AgCl6F3 at a distorted geometry, with properties calculated with the ωB97M-V functional and the def2-TZVPD basis.

Geometry as ORCA input:
```
! wB97M-V def2-TZVPD RIJCOSX def2/J DEFGRID3
* xyz -1 2
Ag -0.675 0.305 -0.233
F 0.657 1.816 0.328
F -2.225 1.459 -1.102
F -0.765 -1.874 -0.170
C 1.356 -0.961 -4.046
Cl 0.992 -2.642 -4.415
Cl 0.261 -0.367 -2.801
Cl 1.259 0.062 -5.491
H 2.378 -0.944 -3.690
C -0.679 0.558 4.377
Cl 0.844 1.061 5.129
Cl -0.390 0.021 2.729
Cl -1.946 1.817 4.494
H -1.069 -0.310 4.891
*
```

Output
LUMO level (spin up / spin down) ... 2.713 / 0.888 eV
⟨S²⟩ ... 0.76
Frontier orbital gap (spin up / spin down) ... 9.65 / 7.65 eV
Max |F| ... 0.02610 hartree/bohr
HOMO (spin up / spin down) ... -6.94 / -6.77 eV
Molecular weight ... 403.62 g mol⁻¹

***

Entry 4:
Below is a structure of composition C2H2AgF at a distorted geometry, with properties calculated with the ωB97M-V functional and the def2-TZVPD basis.

Geometry as ORCA input:
```
! wB97M-V def2-TZVPD RIJCOSX def2/J DEFGRID3
* xyz -1 2
F 2.809 -0.747 0.028
C -0.398 -0.608 -0.275
C -1.467 -0.037 -0.169
H 0.647 -1.076 -0.350
H -2.405 0.481 -0.066
Ag 0.814 1.987 0.833
*
```

Output
LUMO level (spin up / spin down) ... 4.046 / 2.901 eV
⟨S²⟩ ... 0.75
Frontier orbital gap (spin up / spin down) ... 6.79 / 7.11 eV
Max |F| ... 0.03115 hartree/bohr
HOMO (spin up / spin down) ... -2.74 / -4.21 eV
Molecular weight ... 152.90 g mol⁻¹
ΔE to the lowest compared entry with this formula, charge and spin ... 0.000 eV

***

Entry 5:
Below is a structure of composition C2H2AgO3 at a distorted geometry, with properties calculated with the ωB97M-V functional and the def2-TZVPD basis.

Geometry as ORCA input:
```
! wB97M-V def2-TZVPD RIJCOSX def2/J DEFGRID3
* xyz 0 2
C -1.188 1.005 0.220
Ag -2.637 -0.305 0.808
H -1.168 1.480 -0.774
O -0.158 -1.297 -0.918
C 0.591 -0.496 -0.368
O 0.179 0.470 0.388
O 1.862 -0.843 -0.117
H 2.202 -0.324 0.624
*
```

Output
LUMO level (spin up / spin down) ... -0.880 / -1.041 eV
⟨S²⟩ ... 0.76
Frontier orbital gap (spin up / spin down) ... 7.28 / 8.11 eV
Max |F| ... 0.08670 hartree/bohr
HOMO (spin up / spin down) ... -8.16 / -9.15 eV
Molecular weight ... 181.90 g mol⁻¹
ΔE to the lowest compared entry with this formula, charge and spin ... 1.158 eV

***

Entry 6:
Below is a cluster of 2 separate species, C2H2BO5 in total at a distorted geometry, with properties calculated with the ωB97M-V functional and the def2-TZVPD basis.

Geometry as ORCA input:
```
! wB97M-V def2-TZVPD RIJCOSX def2/J DEFGRID3
* xyz -1 1
B 0.926 0.009 -0.507
C 0.629 1.286 -1.185
C -1.982 0.107 1.139
O -1.271 0.212 2.072
O -0.011 2.146 -1.775
O -2.797 0.008 0.330
O 1.664 -0.337 0.723
O 0.594 -1.197 -1.325
H 1.059 -0.331 1.492
H 1.188 -1.901 -0.964
*
```

Output
LUMO level (spin up / spin down) ... 3.299 / 3.298 eV
Frontier orbital gap (spin up / spin down) ... 4.38 / 4.38 eV
Max |F| ... 0.03540 hartree/bohr
HOMO (spin up / spin down) ... -1.08 / -1.08 eV
Molecular weight ... 116.84 g mol⁻¹
ΔE to the lowest compared entry with this formula, charge and spin ... 2.877 eV

***

Entry 7:
Below is a cluster of 2 separate species, C2H2Br2O3 in total at a distorted geometry, with properties calculated with the ωB97M-V functional and the def2-TZVPD basis.

Geometry as ORCA input:
```
! wB97M-V def2-TZVPD RIJCOSX def2/J DEFGRID3
* xyz 0 1
C 0.300 -0.298 0.823
C 0.121 -0.572 -0.997
O 1.028 0.182 -0.250
O -0.521 -1.119 0.101
O -1.138 1.169 1.361
Br 1.153 -1.935 -2.089
Br -0.836 2.794 0.741
H 0.454 -0.388 1.950
H -0.562 0.168 -1.640
*
```

Output
LUMO level ... -0.660 eV
Frontier orbital gap ... 8.07 eV
Max |F| ... 0.08292 hartree/bohr
HOMO ... -8.73 eV
Molecular weight ... 233.84 g mol⁻¹
ΔE to the lowest compared entry with this formula, charge and spin ... 3.407 eV

***

Entry 8:
Below is a structure of composition C2H2Br2S2 at a distorted geometry, with properties calculated with the ωB97M-V functional and the def2-TZVPD basis.

Geometry as ORCA input:
```
! wB97M-V def2-TZVPD RIJCOSX def2/J DEFGRID3
* xyz 0 1
C 0.471 0.497 -0.158
C -0.558 -0.490 -0.254
S 0.132 2.209 -0.354
S -0.409 -2.221 -0.287
Br 2.239 -0.176 -0.242
Br -2.402 -0.017 -0.193
H 0.031 2.572 0.873
H 0.496 -2.374 0.615
*
```

Output
LUMO level ... 0.037 eV
Frontier orbital gap ... 8.96 eV
Max |F| ... 0.08245 hartree/bohr
HOMO ... -8.92 eV
Molecular weight ... 249.98 g mol⁻¹
ΔE to the lowest compared entry with this formula, charge and spin ... 0.866 eV

***

Entry 9:
Below is a structure of composition C2H2BrCl2I at a distorted geometry, with properties calculated with the ωB97M-V functional and the def2-TZVPD basis.

Geometry as ORCA input:
```
! wB97M-V def2-TZVPD RIJCOSX def2/J DEFGRID3
* xyz 0 1
C 2.080 -0.826 -0.751
C -1.604 0.683 0.589
Cl -1.768 1.256 -1.028
Cl -1.491 1.987 1.789
Br -2.827 -0.638 0.966
I 0.611 -0.691 0.753
H 3.143 -0.518 -0.644
H 1.856 -1.253 -1.674
*
```

Output
LUMO level (spin up / spin down) ... -0.492 / -1.103 eV
Frontier orbital gap (spin up / spin down) ... 7.61 / 7.47 eV
Max |F| ... 0.05138 hartree/bohr
HOMO (spin up / spin down) ... -8.10 / -8.57 eV
Molecular weight ... 303.75 g mol⁻¹
ΔE to the lowest compared entry with this formula, charge and spin ... 4.019 eV

***

Entry 10:
Below is a cluster of 2 separate species, C2H2BrCl3 in total at a distorted geometry, with properties calculated with the ωB97M-V functional and the def2-TZVPD basis.

Geometry as ORCA input:
```
! wB97M-V def2-TZVPD RIJCOSX def2/J DEFGRID3
* xyz 0 3
C -0.875 2.057 1.090
C 0.151 -2.087 1.361
Cl -2.079 2.508 0.111
Cl -0.852 0.545 1.846
Cl -1.191 -2.978 2.047
Br 1.741 -1.907 2.371
H 0.153 2.652 1.068
H 0.413 -2.567 0.320
*
```

Output
LUMO level (spin up / spin down) ... 0.664 / -1.118 eV
⟨S²⟩ ... 2.01
Frontier orbital gap (spin up / spin down) ... 8.51 / 9.78 eV
Max |F| ... 0.08986 hartree/bohr
HOMO (spin up / spin down) ... -7.85 / -10.90 eV
Molecular weight ... 212.30 g mol⁻¹
ΔE to the lowest compared entry with this formula, charge and spin ... 0.750 eV

***

Entry 11:
Below is a structure of composition C2H2BrClINOS at a distorted geometry, with properties calculated with the ωB97M-V functional and the def2-TZVPD basis.

Geometry as ORCA input:
```
! wB97M-V def2-TZVPD RIJCOSX def2/J DEFGRID3
* xyz 0 1
C -0.386 0.380 -0.144
C 0.791 -0.475 -0.303
N -0.787 0.680 1.075
O 0.763 -1.118 -1.707
S -1.296 0.873 -1.406
Cl -2.272 1.268 1.644
Br 0.806 -2.022 1.006
I 2.625 0.710 -0.075
H -0.333 0.126 1.888
H 0.089 -0.421 -1.976
*
```

Output
LUMO level ... -1.049 eV
Frontier orbital gap ... 8.61 eV
Max |F| ... 0.09944 hartree/bohr
HOMO ... -9.66 eV
Molecular weight ... 330.37 g mol⁻¹
ΔE to the lowest compared entry with this formula, charge and spin ... 0.582 eV

***

Entry 12:
Below is the ion C2H2BrF2O3S with charge -1 at a distorted geometry, with properties calculated with the ωB97M-V functional and the def2-TZVPD basis.

Geometry as ORCA input:
```
! wB97M-V def2-TZVPD RIJCOSX def2/J DEFGRID3
* xyz -1 1
O 1.491 -0.868 -1.390
S 1.526 -0.274 -0.002
O 2.470 0.870 0.099
O 1.633 -1.258 1.035
C -0.056 0.659 0.241
C -1.317 -0.185 -0.004
F -1.113 -0.857 -1.216
F -1.472 -1.130 0.916
Br -3.044 0.799 -0.308
H 0.007 0.989 1.222
H -0.125 1.256 -0.595
*
```

Output
LUMO level ... 2.782 eV
SMILES ... O=S(=O)([O-])CC(F)(F)Br
Frontier orbital gap ... 7.96 eV
Max |F| ... 0.08081 hartree/bohr
HOMO ... -5.18 eV
Molecular weight ... 224.00 g mol⁻¹
ΔE to the lowest compared entry with this formula, charge and spin ... 0.080 eV